1.
Here is a gas-phase ion, C4H11IN (charge +1) from the OMol25 dataset. Energies are from ωB97M-V/def2-TZVPD.

Results
Energy above the lowest of the compared OMol25 structures with the same formula, charge and spin = 21.9 kcal per mole
Charge = +1
LUMO = -3.91 eV

Structure (XYZ):
```
17
Properties=species:S:1:pos:R:3:forces:R:3:nbo_charge:R:1
H 1.1583 -0.7144 1.6510 0.3 0.6 0.8 0.238
C -1.0972 -0.7574 -0.9123 0.5 -1.1 1.5 -0.407
H 0.8203 0.7461 -1.5262 1.4 -1.2 1.0 0.251
H 0.1963 -2.0616 1.5654 -0.4 -2.4 -0.2 0.243
C 0.2104 -1.0634 1.3065 -1.7 2.7 0.0 -0.426
H 0.6501 -1.5779 -0.7113 0.3 0.9 1.2 0.452
H -0.1315 2.1680 -0.2196 0.0 0.0 0.3 0.230
H -0.8622 -0.7159 -1.9442 0.3 -0.7 -1.1 0.230
H -1.7440 0.0660 -0.7894 -0.3 1.3 1.1 0.240
N 0.2648 -0.7660 -0.1590 -1.1 -1.4 -1.7 -0.400
H 0.5631 1.6164 1.3040 -0.3 -0.3 1.8 0.230
H -0.7185 -0.5458 1.7614 1.8 -0.7 -0.7 0.242
H -1.6101 -1.6655 -0.5430 0.2 0.4 -0.7 0.243
C 1.1001 0.4253 -0.4613 -0.1 1.2 -1.3 -0.146
C 0.7227 1.6993 0.2787 -1.2 -1.2 -1.3 -0.662
H 1.5587 2.2857 0.1356 1.5 1.8 -0.2 0.253
I 3.2400 -0.0499 -0.0748 -1.2 0.1 -0.6 0.190
```
Positions in Å, forces in eV/Å.

=====

2.
Here is 2 unconnected molecules or ions with the total composition C4H11INO from the OMol25 dataset. Energies are from ωB97M-V/def2-TZVPD.

Results
Energy above the lowest of the compared OMol25 structures with the same formula, charge and spin = 7.2 kcal per mole
Charge = -1
LUMO = 3.32 eV

Structure (XYZ):
```
18
Properties=species:S:1:pos:R:3:forces:R:3:nbo_charge:R:1
H 1.2668 -1.7274 -2.3160 0.3 -0.2 0.4 0.172
H -2.0024 -0.2302 1.9026 0.1 0.0 0.0 0.202
I 3.2097 2.8542 0.4443 0.1 0.0 0.0 -0.983
H -0.4423 -2.2060 -2.4316 0.3 -0.5 -0.1 0.180
H 0.1269 -1.0598 0.9483 0.2 0.1 0.3 0.169
H -1.9031 1.2043 0.9229 -0.2 0.0 -0.3 0.195
H 1.4158 0.9483 1.6005 -0.1 0.2 0.2 0.393
H 0.2821 -2.2486 -0.8287 0.5 -0.1 0.0 0.166
O -0.2316 -0.4296 -1.6856 -0.7 0.6 -0.1 -0.564
C 0.3107 -1.7391 -1.7926 -1.3 0.9 -0.2 -0.248
C -0.1598 -0.0212 0.7773 -1.3 1.2 -0.6 -0.071
H -2.2665 -0.4074 0.1756 0.1 0.2 -0.2 0.203
H 1.3501 0.3669 -0.7078 0.2 0.3 0.2 0.189
C 0.2595 0.4118 -0.6467 1.2 -1.2 0.7 -0.086
H -0.0211 1.4577 -0.7563 -0.3 -0.1 -0.6 0.195
N 0.4134 0.8700 1.7833 0.9 -0.8 0.1 -0.855
C -1.6855 0.1352 0.9221 0.3 -0.5 0.4 -0.614
H 0.0770 1.8210 1.6885 -0.1 0.0 -0.2 0.357
```
Positions in Å, forces in eV/Å.

=====

3.
Here is 2 unconnected molecules or ions with the total composition C4H11IOSi from the OMol25 dataset. Energies are from ωB97M-V/def2-TZVPD.

Results
Energy above the lowest of the compared OMol25 structures with the same formula, charge and spin = 103.1 kcal per mole
LUMO (alpha / beta) = 0.26 / -0.36 eV

Structure (XYZ):
```
18
Properties=species:S:1:pos:R:3:forces:R:3:nbo_charge:R:1
Si 1.3273 -0.5626 -0.4798 0.6 2.3 -0.9 1.397
H -1.5792 0.3472 1.0373 0.1 -1.2 0.0 0.224
H 2.2444 0.5910 1.4445 -1.3 1.0 0.9 0.256
C 0.2590 2.8211 -1.3196 -3.9 -1.6 1.8 -0.555
H -2.0320 -1.1348 1.9113 0.2 -1.0 2.9 0.202
H 0.0518 3.7004 -0.7862 -0.3 0.8 1.0 0.165
H 1.0399 2.8507 -1.9124 3.7 -0.2 -3.0 0.139
C 2.4344 -0.3576 1.0320 1.0 -1.2 -1.1 -1.158
I -1.4961 2.0139 -2.2180 0.7 0.4 0.3 0.058
H 1.6234 -0.8743 -1.9374 0.5 0.0 0.8 -0.202
C -1.3123 -1.5724 -0.0382 0.6 1.4 0.6 -0.036
C -1.9943 -0.7014 0.9926 -0.1 2.4 -2.0 -0.631
H -1.7266 -1.2500 -0.9360 -0.1 0.6 -2.1 0.176
H 3.5067 -0.1163 0.8048 -0.5 -1.4 0.1 0.253
H 2.1629 -1.2219 1.7043 0.9 1.0 -0.4 0.255
O 0.1187 -1.4681 -0.0433 -2.1 -1.5 1.0 -0.945
H -3.0362 -0.4786 0.7141 0.2 -0.5 -0.2 0.218
H -1.5917 -2.5862 0.0300 0.0 -1.3 0.5 0.182
```
Positions in Å, forces in eV/Å.

=====

4.
Here is a gas-phase ion, C4H11N2 (charge +1) from the OMol25 dataset. Energies are from ωB97M-V/def2-TZVPD.

Results
Energy above the lowest of the compared OMol25 structures with the same formula, charge and spin = 111.1 kcal per mole
Charge = +1
LUMO (alpha / beta) = -4.83 / -4.11 eV

Structure (XYZ):
```
17
Properties=species:S:1:pos:R:3:forces:R:3:nbo_charge:R:1
C -0.9171 0.5803 -0.2807 -0.2 0.1 -0.5 -0.323
C -0.1529 1.3818 1.8729 0.1 0.8 0.5 -0.489
H 1.4001 -1.8872 0.5863 -0.1 -0.2 0.1 0.221
H 0.6871 -2.0011 -1.7042 0.2 0.3 0.0 0.450
N -0.5602 0.3239 1.0553 0.5 -1.5 -0.2 -0.245
C 1.4843 -1.0597 -0.0856 -0.1 0.2 0.8 -0.126
H 0.2150 2.2744 1.3532 0.0 0.0 0.0 0.189
H -1.2498 -0.6189 -2.0728 0.2 -0.1 0.0 0.237
H -1.2323 -1.5108 -0.5197 0.1 -0.1 -0.1 0.243
H -1.9928 0.8217 -0.2997 0.0 0.1 -0.1 0.265
H -1.0278 1.6670 2.4761 0.0 0.2 0.0 0.254
H 1.1005 -0.4181 -1.9619 -0.1 -0.2 0.1 0.442
H 2.1578 -0.2482 0.0897 0.1 0.2 -0.1 0.216
H 0.5737 1.0234 2.6063 0.0 0.1 -0.1 0.236
N 0.6956 -1.0644 -1.2759 -0.4 -0.1 -0.8 -0.554
C -0.7822 -0.7000 -1.0913 -0.4 0.4 0.3 -0.213
H -0.3988 1.4358 -0.7479 0.0 -0.1 0.0 0.196
```
Positions in Å, forces in eV/Å.

=====

5.
Here is a gas-phase ion, C4H11N2 (charge +1) from the OMol25 dataset. Energies are from ωB97M-V/def2-TZVPD.

Results
Energy above the lowest of the compared OMol25 structures with the same formula, charge and spin = 41.8 kcal per mole
Charge = +1
LUMO = -3.67 eV

Structure (XYZ):
```
17
Properties=species:S:1:pos:R:3:forces:R:3:nbo_charge:R:1
H 1.3176 1.6671 1.4272 -0.4 0.2 0.3 0.201
N 0.6118 -0.3031 2.0305 -0.5 0.4 0.4 -0.832
H -0.6694 -0.1676 -2.7795 0.2 -0.2 -0.3 0.455
H 0.7204 0.5242 -2.1748 0.0 0.0 -0.1 0.447
H -1.1180 1.1341 0.7224 -0.2 0.0 0.0 0.245
H -1.7652 -1.1388 0.6073 0.1 -0.4 0.1 0.248
H 0.6209 -1.1208 -2.2159 -0.2 -0.1 -0.4 0.454
C -1.2742 -1.2896 -0.3440 -0.4 0.2 0.2 -0.329
C -0.2441 0.9502 0.1006 -0.7 -0.2 0.4 -0.475
H -0.1767 1.8546 -0.5004 0.4 0.1 -0.1 0.229
H -0.1545 0.0213 2.6172 0.0 -0.1 0.0 0.357
H 1.7735 0.3311 0.4721 0.0 0.0 -0.1 0.175
N 0.0781 -0.2645 -2.0930 0.1 -0.1 0.6 -0.698
H -1.4693 -2.2123 -0.8726 0.1 0.1 -0.2 0.232
C 0.9279 0.7204 1.0537 1.2 -0.3 -0.8 -0.210
C -0.5547 -0.2629 -0.7320 0.1 0.4 0.2 0.119
H 1.3757 -0.4434 2.6810 0.2 -0.1 -0.2 0.382
```
Positions in Å, forces in eV/Å.

=====

6.
Here is 2 unconnected molecules or ions with the total composition C4H11N2 from the OMol25 dataset. Energies are from ωB97M-V/def2-TZVPD.

Results
Energy above the lowest of the compared OMol25 structures with the same formula, charge and spin = 47.4 kcal per mole
Charge = +1
LUMO = -4.72 eV

Structure (XYZ):
```
17
Properties=species:S:1:pos:R:3:forces:R:3:nbo_charge:R:1
H 0.9531 1.0671 -1.2416 0.2 0.0 -0.2 0.210
H -2.7161 -0.5652 1.5797 0.0 0.0 0.0 0.250
C 1.6039 -0.9405 -1.1991 -0.1 -0.2 -0.1 0.068
C -2.7342 0.2344 0.8418 0.1 -0.1 0.0 -0.430
H -3.3354 1.0627 1.2019 0.0 0.0 0.0 0.233
H -1.5902 2.5986 1.2906 0.0 0.0 0.0 0.223
N -1.3612 0.6921 0.6195 0.2 -0.1 0.0 -0.388
H 1.2358 -1.1579 -2.1963 -0.1 0.0 0.0 0.207
H -3.1296 -0.1396 -0.0997 0.0 0.0 0.0 0.249
C -0.9228 1.8498 0.8788 -0.2 0.3 0.1 0.125
H 2.5410 -2.7289 -1.1906 -0.1 0.0 0.1 0.399
H 0.1135 2.0829 0.6818 0.1 0.0 0.0 0.240
H 2.7981 -1.8153 0.1908 -0.1 -0.1 0.0 0.387
N 2.1714 -2.0210 -0.5743 0.3 0.2 -0.2 -0.787
C 1.4506 0.2865 -0.6834 -0.3 0.1 0.4 -0.652
H 1.8911 0.5436 0.2759 0.0 0.0 0.0 0.200
H -0.6689 0.0376 0.2140 0.0 0.0 0.0 0.464
```
Positions in Å, forces in eV/Å.

=====

7.
Here is 2 unconnected molecules or ions with the total composition C4H11N2 from the OMol25 dataset. Energies are from ωB97M-V/def2-TZVPD.

Results
Energy above the lowest of the compared OMol25 structures with the same formula, charge and spin = 74.4 kcal per mole
Charge = +1
LUMO = -5.74 eV

Structure (XYZ):
```
17
Properties=species:S:1:pos:R:3:forces:R:3:nbo_charge:R:1
H 0.2552 0.2147 0.9918 -0.2 -0.1 -0.4 0.247
C -2.3235 0.0010 0.0286 -0.2 -0.1 -0.3 -0.405
H -1.7205 0.9104 -0.0935 -0.1 0.1 0.0 0.143
H 0.4814 2.3695 -0.3800 0.1 0.5 0.8 0.254
N 2.1778 -0.3875 0.3384 0.2 0.0 0.8 -0.396
C 1.1279 0.5623 0.4602 0.2 0.4 -0.3 -0.081
H 1.3282 -2.0075 1.2740 0.1 0.2 0.3 0.237
H -1.7299 -0.7108 0.6097 -0.1 -0.1 0.0 0.159
H 2.9738 -0.0744 -0.2146 0.1 0.1 0.2 0.444
C 2.2073 -1.5740 0.8139 0.1 0.1 -0.5 0.115
H 2.3298 2.0736 -0.3429 -0.1 0.0 -0.4 0.216
N -2.7781 -0.6072 -1.2288 0.3 0.2 0.7 -0.820
H -3.5527 -0.0643 -1.5894 0.1 -0.1 -0.2 0.367
H -3.2047 0.2572 0.6097 0.1 0.0 0.2 0.216
H -2.0177 -0.5989 -1.8916 -0.2 0.0 -0.3 0.347
H 3.1198 -2.1389 0.6742 -0.1 -0.2 0.0 0.239
C 1.3260 1.7747 -0.0598 -0.2 -0.9 -0.4 -0.281
```
Positions in Å, forces in eV/Å.

=====

8.
Here is a gas-phase ion, C4H11N2 (charge +1) from the OMol25 dataset. Energies are from ωB97M-V/def2-TZVPD.

Results
Energy above the lowest of the compared OMol25 structures with the same formula, charge and spin = 27.2 kcal per mole
Charge = +1
LUMO = -4.16 eV

Structure (XYZ):
```
17
Properties=species:S:1:pos:R:3:forces:R:3:nbo_charge:R:1
H 0.5228 2.3106 0.4534 -0.3 -0.1 0.7 0.230
H 1.7620 0.5213 2.1072 -0.1 -0.4 -0.2 0.218
H 2.6902 0.1665 0.6029 -0.3 -0.3 -0.1 0.226
C 0.7795 1.2634 0.2949 0.2 0.6 -1.3 -0.426
C -0.4143 0.3373 0.4641 -0.2 -0.4 1.0 -0.243
H -0.0307 -0.6143 0.8316 -0.1 -0.2 -0.4 0.212
N -1.1964 0.1270 -0.7544 0.3 0.1 -0.4 -0.455
H -1.6743 -1.0063 -2.3807 -1.2 0.2 0.2 0.235
H -1.5318 0.9398 -1.2586 0.5 0.1 -0.1 0.436
C 2.0036 0.8502 1.0945 0.3 1.0 0.8 -0.624
C -1.4680 -1.0074 -1.3145 0.8 -0.4 0.3 0.405
H -2.0407 -2.8794 -1.0362 0.7 -0.2 -0.3 0.435
N -1.3441 -2.2047 -0.7371 -0.5 -0.3 -0.6 -0.785
H 2.5775 1.7554 1.2958 0.2 0.0 -0.2 0.240
H -1.1001 0.6445 1.2564 0.0 0.3 -0.1 0.238
H 1.0630 1.3464 -0.7634 0.0 -0.6 0.0 0.219
H -0.5983 -2.5504 -0.1558 -0.2 0.4 0.5 0.440
```
Positions in Å, forces in eV/Å.

=====

9.
Here is a gas-phase ion, C4H11N2 (charge +1) from the OMol25 dataset. Energies are from ωB97M-V/def2-TZVPD.

Results
Energy above the lowest of the compared OMol25 structures with the same formula, charge and spin = 62.5 kcal per mole
Charge = +1
LUMO = -3.32 eV

Structure (XYZ):
```
17
Properties=species:S:1:pos:R:3:forces:R:3:nbo_charge:R:1
N 0.1602 -1.7293 1.7913 -0.4 -0.1 -1.4 -0.791
H -1.5121 -2.3413 0.7141 -0.9 -2.8 -0.9 0.188
C -1.0019 -1.5710 1.1349 -0.1 3.8 0.7 0.021
H 1.7717 2.2564 -2.1077 0.0 0.4 1.0 0.252
H -1.7256 -0.9918 1.7262 0.3 0.3 -0.6 0.223
N -0.7468 -0.7922 -0.3977 -1.0 -1.8 -0.4 -0.627
C 1.2309 2.3954 -1.1343 0.6 0.2 -0.3 -0.666
H 0.2182 -1.2899 2.6482 0.5 0.9 1.9 0.408
H 1.3453 0.2983 -0.3850 1.2 0.0 0.0 0.189
H 1.8875 2.7011 -0.3058 0.3 -0.1 -0.6 0.247
H -1.6920 -1.1479 -0.8142 2.7 0.6 0.0 0.440
H 0.5451 3.2470 -1.2460 -0.3 -0.7 -0.1 0.244
H 0.6026 -2.5900 1.6991 1.1 -1.5 0.1 0.400
C 0.6978 1.0601 -0.7673 -1.4 0.0 0.4 -0.110
H 0.1792 -1.3314 -0.6621 -2.8 1.0 0.0 0.443
C -0.5529 0.6157 -0.7644 0.0 0.6 -0.1 -0.099
H -1.4071 1.2108 -1.1292 0.3 -0.7 0.5 0.238
```
Positions in Å, forces in eV/Å.

=====

10.
Here is 2 unconnected molecules or ions with the total composition C4H11N2 from the OMol25 dataset. Energies are from ωB97M-V/def2-TZVPD.

Results
Energy above the lowest of the compared OMol25 structures with the same formula, charge and spin = 150.0 kcal per mole
Charge = +1
LUMO (alpha / beta) = -4.26 / -5.81 eV

Structure (XYZ):
```
17
Properties=species:S:1:pos:R:3:forces:R:3:nbo_charge:R:1
H -0.0632 -0.4739 -2.5182 2.1 0.9 1.1 0.312
H -2.6717 -0.1331 -0.8070 -1.2 -1.6 -2.0 0.312
N -2.2774 0.4124 -0.1144 2.3 1.0 1.4 -0.393
H -2.6258 -1.1831 1.2626 0.2 -1.8 0.1 0.211
H 2.6744 -0.0097 -0.5532 0.6 0.1 0.1 0.216
H 1.7666 -0.4962 -2.0803 0.8 -0.7 -0.3 0.269
H -1.9522 0.4045 1.9136 -0.5 -0.8 -0.3 0.208
H 0.8559 1.0274 -1.8659 -0.1 -1.0 -0.5 0.316
C -2.5544 -0.1470 1.1524 -1.9 3.5 0.8 -0.503
C 0.8212 -0.1090 -1.8032 -2.7 2.3 -4.8 -0.824
H 0.6613 -0.9648 1.3208 -0.8 -0.1 0.9 0.440
N 1.0387 -0.6357 0.4639 0.5 0.9 0.5 -0.514
C 0.3688 -0.3235 -0.5457 -2.3 -1.4 2.9 0.619
H 2.8408 0.2265 1.1679 0.1 0.2 0.8 0.249
H -3.6767 0.2228 1.3211 1.8 -0.6 0.0 0.267
H 2.8599 -1.4578 0.4466 0.8 0.3 0.3 0.238
C 2.4801 -0.4364 0.4176 0.3 -1.3 -0.8 -0.423
```
Positions in Å, forces in eV/Å.

=====

11.
Here is 2 unconnected molecules or ions with the total composition C4H11N2 from the OMol25 dataset. Energies are from ωB97M-V/def2-TZVPD.

Results
Energy above the lowest of the compared OMol25 structures with the same formula, charge and spin = 63.0 kcal per mole
Charge = +1
LUMO = -5.34 eV

Structure (XYZ):
```
17
Properties=species:S:1:pos:R:3:forces:R:3:nbo_charge:R:1
H 1.9087 0.2837 1.3697 0.1 -0.1 0.2 0.130
H 3.0876 1.8773 0.3978 0.2 0.1 -0.3 0.333
H 0.9901 1.6184 2.3100 -0.1 -0.1 0.1 0.163
H 0.3351 0.1030 -2.7294 -0.1 0.1 0.0 0.260
C 1.7499 1.3432 1.5809 -0.1 0.4 -0.1 -0.081
C -0.5073 -0.4342 -2.2972 0.3 0.1 0.1 -0.632
C -0.3802 -0.3965 -0.7848 0.1 0.3 -0.1 -0.240
N 2.3858 2.2757 1.0143 0.0 -0.3 0.2 -0.543
N -1.2938 -1.3681 -0.1576 0.0 -0.1 0.1 -0.370
H -1.8706 -0.2966 1.4826 0.1 0.0 0.0 0.231
H -2.5088 -2.0556 1.3128 -0.1 0.0 0.0 0.237
H -1.4293 0.0353 -2.6293 -0.1 -0.1 -0.1 0.238
H -0.4201 -1.4530 -2.6761 -0.2 -0.1 0.0 0.224
H -1.4038 -2.2444 -0.6625 0.1 -0.1 0.0 0.439
H 0.6261 -0.6643 -0.4612 0.0 -0.1 0.0 0.238
C -1.9167 -1.2313 0.9372 -0.2 0.0 0.0 0.135
H -0.6016 0.5834 -0.3622 0.0 0.0 0.0 0.236
```
Positions in Å, forces in eV/Å.

=====

12.
Here is a gas-phase ion, C4H11N2 (charge +1) from the OMol25 dataset. Energies are from ωB97M-V/def2-TZVPD.

Results
Energy above the lowest of the compared OMol25 structures with the same formula, charge and spin = 61.2 kcal per mole
Charge = +1
LUMO = -4.31 eV

Structure (XYZ):
```
17
Properties=species:S:1:pos:R:3:forces:R:3:nbo_charge:R:1
H 2.0248 0.0934 1.5051 -0.9 0.3 -0.6 0.410
H 1.9353 1.1008 -0.5678 0.9 0.6 0.0 0.222
C -0.6101 -0.2695 -1.0978 -1.8 -1.2 -0.2 -0.237
H -2.0869 -2.4458 0.0920 -0.5 -0.2 -0.3 0.197
C 1.0954 1.3050 0.0537 -3.8 0.5 -0.2 -0.225
N 1.0642 0.3571 1.1923 2.0 0.4 2.0 -0.851
H 0.2554 -0.8262 -1.4817 -0.3 0.3 -0.9 0.236
C -1.2278 -2.0724 0.6145 0.6 0.9 -1.9 0.087
H 0.8563 2.2850 0.5035 1.5 0.0 -0.8 0.224
N -0.6470 -0.9955 0.1829 -1.1 -3.1 2.2 -0.415
H 0.1010 1.5457 -1.9837 -0.3 -0.5 1.2 0.254
H -0.7733 -2.7711 1.3517 -0.4 1.3 0.1 0.228
H 0.6765 0.8014 2.0426 0.2 -0.1 -0.8 0.398
H 0.1550 -0.6863 0.8494 0.4 0.6 -0.7 0.435
C -0.2338 1.1825 -0.9636 2.0 0.5 0.4 -0.435
H -1.0024 1.9075 -0.6501 0.0 -0.8 0.1 0.235
H -1.5825 -0.5117 -1.6431 1.5 0.4 0.3 0.238
```
Positions in Å, forces in eV/Å.